This record from the OMol25 dataset describes a structure of composition C18H57BO9Pt in a non-equilibrium geometry. The level of theory is ωB97M-V/def2-TZVPD.

The geometry in XYZ format:
```
86
Properties=species:S:1:pos:R:3:mulliken_spin:R:1
Pt -5.1585 17.1003 -5.2571 1.38
O -4.2223 17.1544 -10.1562 0.00
O -4.2210 12.9721 -6.5997 0.00
O -1.6401 18.9776 -7.2143 0.00
O -7.2342 16.6163 -6.2879 0.05
O -5.5086 19.2364 -5.7741 0.08
O -5.2063 14.8509 -4.9059 0.08
O -3.8185 17.4003 -3.7508 0.25
O -3.6833 20.8616 -7.1381 0.00
O -1.8572 14.1203 -7.4227 0.00
C -4.3261 15.9536 -10.9017 0.00
C -1.0413 19.0119 -8.5110 0.00
C -2.9606 22.9020 -5.9896 0.00
C -7.2331 16.8334 -7.7209 -0.01
C -0.4741 15.1486 -5.7231 0.00
C -2.7444 18.2741 -3.8211 -0.02
C -0.5166 14.2604 -6.9498 0.00
C -6.5735 13.3041 -3.6194 0.00
C -5.0227 12.6714 -7.7376 0.00
C -5.4466 14.3118 -3.6110 0.01
C -6.5636 20.1615 -5.4809 0.01
C -8.5471 17.4378 -8.1852 0.00
C 0.2554 18.2351 -8.5490 0.00
C -2.4445 18.9618 -2.5097 0.02
C -6.2212 20.9706 -4.2440 0.00
C -6.4660 12.5170 -7.3309 0.00
C -3.2256 22.1916 -7.3081 0.00
C -3.0380 15.1522 -10.8870 0.00
B -3.7162 16.6107 -7.2411 -0.07
H -2.9059 19.0134 -4.6272 0.00
H -2.1530 18.2435 -1.7404 0.00
H 0.5584 18.0862 -9.5954 0.00
H -6.7240 20.7816 -6.3654 0.00
H -5.7839 20.2987 -3.5062 0.00
H 1.0923 18.7752 -8.1081 0.00
H -2.3033 14.9793 -7.3921 -0.01
H 0.4944 15.1549 -5.2208 0.00
H -5.5330 21.7734 -4.5065 0.00
H -7.5387 13.6891 -3.9580 0.00
H 0.0667 14.7278 -7.7525 0.00
H -2.4678 23.8522 -6.2049 0.00
H -7.0803 12.1890 -8.1713 0.00
H -3.4211 16.1929 -6.1643 0.07
H -6.3486 12.4489 -4.2622 0.00
H -2.7519 16.7963 -7.9323 0.03
H -4.5572 13.7912 -3.2471 0.00
H -4.6175 11.7880 -8.2420 0.00
H -8.0617 16.1833 -6.0610 0.00
H -4.8511 19.7341 -6.2956 0.00
H -6.8763 13.4446 -6.9297 0.00
H -9.3561 16.8999 -7.6826 0.00
H -2.1578 15.7192 -11.1797 0.00
H -1.8154 17.7675 -4.1479 0.01
H -5.1420 15.3371 -10.5033 0.00
H -4.2725 17.6619 -7.0794 0.08
H -1.5785 19.6153 -2.6554 0.00
H -6.7306 12.8886 -2.6202 0.00
H -1.7448 18.6252 -9.2550 0.00
H -3.9939 16.8995 -9.2496 0.00
H -2.3341 22.2766 -5.3547 0.00
H -2.2994 22.1969 -7.8946 0.00
H -2.9346 20.2429 -7.2551 0.00
H -3.1338 14.2619 -11.5241 0.00
H -3.2696 19.5649 -2.1275 0.00
H -0.8433 20.0572 -8.7519 0.00
H -2.1548 18.1599 -7.1273 0.00
H -4.9592 13.4700 -8.4910 0.00
H 0.1779 17.2139 -8.1748 0.00
H -0.6820 16.1879 -5.9856 0.00
H -6.5720 11.7351 -6.5740 0.00
H -3.8842 23.1341 -5.4573 0.00
H -4.4935 15.8037 -7.6886 0.02
H -6.3870 17.4669 -7.9641 0.01
H -4.8591 14.1624 -5.5197 0.01
H -7.1041 21.4336 -3.7991 0.00
H -5.6913 15.1390 -2.9478 -0.01
H -3.9351 22.7482 -7.9263 0.00
H -1.2404 14.8135 -5.0216 0.00
H -3.3498 13.2718 -6.9280 0.00
H -7.0841 15.8549 -8.1840 0.00
H -8.6351 18.5013 -7.9674 0.00
H -2.8726 14.6486 -9.9265 0.00
H -4.5462 16.2474 -11.9285 0.00
H -7.4870 19.6006 -5.3262 0.00
H -0.1201 13.2621 -6.7814 0.00
H -8.6408 17.3210 -9.2648 0.00
```

Its expectation value of S² is 2.00. The spin multiplicity is 3. The electronic energy is -1541.11422 a.u. The largest force on an atom comes out at 1.3 eV Å⁻¹.